(1)
# C16H14O2S

C16H14O2S in the gas phase (ωB97M-V with the def2-TZVPD basis set, the OMol25 dataset).

## Properties
ΔE to the lowest compared entry with this formula, charge and spin, kJ/mol: 184.1
E_tot, hartree: -1166.68888
Frontier orbital gap, eV: 8.3

Geometry as ORCA input:
```
! wB97M-V def2-TZVPD RIJCOSX def2/J DEFGRID3
* xyz 0 1
O 0.1538 -1.8358 1.8980
O 1.6651 2.1580 2.5977
C 0.3175 -0.8241 1.2142
C -1.0116 1.2647 1.3438
C -0.0176 0.4673 1.8450
C 2.4880 -0.9144 -2.5416
C -3.6744 0.3490 -1.9180
C 2.2752 -2.0986 -1.7522
C 2.0717 0.3245 -2.0045
C -3.1208 1.6496 -1.7688
C -3.3332 -0.6381 -0.9857
C 1.5627 -2.0403 -0.5473
C 1.2825 0.3602 -0.8430
C -2.2632 1.9427 -0.7155
C -2.5124 -0.3488 0.0888
C 1.0138 -0.8214 -0.0799
C -1.9130 0.9403 0.2259
S 1.0126 1.0241 3.2504
C 2.3867 -0.1983 3.4109
H -1.0199 2.2717 1.7200
H 3.0312 -0.9500 -3.4768
H -4.4053 0.0864 -2.7036
H 2.6530 -3.0349 -2.1260
H 2.2726 1.2475 -2.5296
H -3.4375 2.4036 -2.4774
H -3.7638 -1.6512 -1.1212
H 1.5040 -2.9893 0.0256
H 0.9842 1.3725 -0.5747
H -1.8455 2.9392 -0.6047
H -2.3633 -1.1377 0.8307
H 1.9964 -1.1399 3.7762
H 2.8841 -0.3799 2.4451
H 3.1264 0.2012 4.0984
*
```

Need the Mulliken charges? In units of e they are: atom 1 (O): -0.6592, atom 2 (O): -0.6018, atom 3 (C): 0.1629, atom 4 (C): -0.7651, atom 5 (C): 0.5168, atom 6 (C): -0.4018, atom 7 (C): -0.3953, atom 8 (C): -0.4620, atom 9 (C): -0.7706, atom 10 (C): -0.5313, atom 11 (C): -0.5305, atom 12 (C): -0.5424, atom 13 (C): -0.1615, atom 14 (C): -0.4390, atom 15 (C): -0.2723, atom 16 (C): 0.3970, atom 17 (C): 0.6007, atom 18 (S): 0.4701, atom 19 (C): -0.8962, atom 20 (H): 0.4836, atom 21 (H): 0.3920, atom 22 (H): 0.3487, atom 23 (H): 0.3913, atom 24 (H): 0.3848, atom 25 (H): 0.3816, atom 26 (H): 0.3420, atom 27 (H): 0.3607, atom 28 (H): 0.3784, atom 29 (H): 0.4120, atom 30 (H): 0.4300, atom 31 (H): 0.3354, atom 32 (H): 0.2448, atom 33 (H): 0.3960

(2)
# C16H15BF4MoN3O4S6Se2Te2

A molecular structure, C16H15BF4MoN3O4S6Se2Te2 (ωB97M-V with the def2-TZVPD basis set, the OMol25 dataset).

## Properties
ΔE to the lowest compared entry with this formula, charge and spin, kJ/mol: 176.4
E_tot, hartree: -9304.84134
⟨S²⟩: 2.0792
Frontier orbital gap (spin up / spin down), eV: 5.8 / 6.0

Geometry as ORCA input:
```
! wB97M-V def2-TZVPD RIJCOSX def2/J DEFGRID3
* xyz -1 3
Mo -3.3455 -0.1357 -0.1585
Se -3.1727 -2.6670 0.2694
Te -5.0612 -3.1934 1.8068
Te -6.9198 -2.0354 0.2585
Se -5.7109 0.1842 0.1862
N -3.7359 -0.6814 -2.2320
H -4.2038 0.0870 -2.7002
H -4.2747 -1.5360 -2.3175
H -2.8250 -0.8113 -2.6872
O -0.8392 -0.5620 -2.8942
C -0.5782 -0.4342 -1.7103
O -1.4909 -0.2521 -0.7949
C 0.8045 -0.3273 -1.1401
C 0.9265 -0.5128 0.3325
C 2.3054 -0.2716 0.9733
C 3.3428 0.1015 -0.0245
C 3.1661 0.1655 -1.3424
C 1.8476 -0.0642 -1.9292
N 4.6717 0.4428 0.5152
O 5.5768 0.6960 -0.2580
O 4.7769 0.4409 1.7255
H 0.1347 0.0171 0.8518
H 2.2662 0.4892 1.7548
H 3.9968 0.4560 -1.9691
H 1.7136 0.0277 -2.9984
F -2.6089 0.6011 1.6430
B -2.1195 0.2698 3.0754
F -2.6853 -0.9307 3.3991
F -2.5557 1.3302 3.8289
F -0.7369 0.2253 2.9846
S 0.9162 -2.2950 0.7664
C 2.4924 -1.6673 1.6601
N 2.3168 -1.5792 3.0721
C 2.8694 -2.4543 3.9558
C 3.8359 -3.3194 3.5945
C 4.2803 -3.2741 2.2236
C 3.6878 -2.4776 1.3236
H 1.5215 -1.0367 3.3756
H 2.4952 -2.3781 4.9678
H 4.2815 -3.9821 4.3193
H 5.1156 -3.8917 1.9159
H 4.0130 -2.4557 0.2915
C -3.2583 3.9615 -4.1432
S -2.3038 2.4264 -4.0792
C -1.4105 2.7088 -2.5927
C -1.8973 2.6177 -1.3384
S -3.5560 2.2674 -0.8915
S -0.7433 2.9424 -0.0707
C 0.6406 3.2383 -1.0641
S 2.1411 3.5830 -0.4774
S 0.2651 3.1673 -2.7442
H -3.8571 3.9292 -5.0529
H -2.5955 4.8239 -4.1823
H -3.9158 4.0261 -3.2783
*
```

Need the Mulliken charges? In units of e they are: atom 1 (Mo): 0.5899, atom 2 (Se): -0.3483, atom 3 (Te): -0.0829, atom 4 (Te): -0.1662, atom 5 (Se): -0.1336, atom 6 (N): -0.5604, atom 7 (H): 0.3104, atom 8 (H): 0.3292, atom 9 (H): 0.1568, atom 10 (O): -0.8172, atom 11 (C): 0.4039, atom 12 (O): 0.5865, atom 13 (C): -0.6014, atom 14 (C): 0.8156, atom 15 (C): -0.2515, atom 16 (C): -1.4345, atom 17 (C): -0.4302, atom 18 (C): -0.5880, atom 19 (N): 1.2646, atom 20 (O): -0.7194, atom 21 (O): -0.6283, atom 22 (H): 0.2123, atom 23 (H): 0.4002, atom 24 (H): 0.5178, atom 25 (H): 0.4863, atom 26 (F): -0.0713, atom 27 (B): 0.2260, atom 28 (F): -0.2993, atom 29 (F): -0.3124, atom 30 (F): -0.2707, atom 31 (S): -0.4202, atom 32 (C): 1.8635, atom 33 (N): -0.1087, atom 34 (C): -0.2917, atom 35 (C): -0.7732, atom 36 (C): -0.3263, atom 37 (C): -0.9982, atom 38 (H): 0.1647, atom 39 (H): 0.3925, atom 40 (H): 0.3723, atom 41 (H): 0.4254, atom 42 (H): 0.3654, atom 43 (C): -0.7896, atom 44 (S): 0.0044, atom 45 (C): 0.3265, atom 46 (C): -0.0633, atom 47 (S): -0.2660, atom 48 (S): -0.0323, atom 49 (C): 0.1052, atom 50 (S): -0.1680, atom 51 (S): -0.2093, atom 52 (H): 0.3549, atom 53 (H): 0.2682, atom 54 (H): 0.2199

(3)
# C16H15BeCl2F8LiNO8S

A molecular structure, C16H15BeCl2F8LiNO8S (ωB97M-V with the def2-TZVPD basis set, the OMol25 dataset).

## Properties
ΔE to the lowest compared entry with this formula, charge and spin, kJ/mol: 221.1
E_tot, hartree: -3414.53948
Frontier orbital gap, eV: 3.5

Geometry as ORCA input:
```
! wB97M-V def2-TZVPD RIJCOSX def2/J DEFGRID3
* xyz -1 1
C 0.6889 -1.0237 -0.4298
C -0.2855 -2.2524 -0.5534
C -1.7610 -1.8657 -0.7326
F -2.4605 -2.9745 -0.1625
O -2.1939 -0.7521 0.0125
S -2.5727 0.5105 -0.9865
O -3.7700 1.1452 -0.6080
O -1.5625 1.4756 -1.2199
O -2.7880 -0.3255 -2.3683
C -2.3897 -1.6936 -2.1471
C -1.8400 -2.4744 -3.3499
F -2.7172 -2.3486 -4.3844
F -1.8740 -3.8006 -3.0058
C -0.4292 -2.0920 -3.8092
C 0.3572 -3.1098 -4.3457
C 1.6554 -2.7769 -4.7276
C 2.1531 -1.4916 -4.5948
C 1.3279 -0.5099 -4.0537
C 1.8633 0.9089 -3.8498
F 1.7063 1.7143 -4.8928
F 3.1729 0.8187 -3.4959
F 1.2494 1.4423 -2.7729
C 0.0215 -0.7855 -3.6531
H 0.1538 -0.0639 -0.4199
H 1.2826 -1.0712 0.4941
H 1.4174 -1.0330 -1.2496
H -0.2033 -2.7882 0.4176
H 0.0662 -2.9643 -1.3086
H -3.3798 -2.1743 -2.0025
H -0.0025 -4.1313 -4.4409
H 2.2774 -3.5710 -5.1451
H 3.1956 -1.2236 -4.8769
H -0.5660 0.0354 -3.2411
O -2.6198 3.8696 0.6727
Cl -1.5009 3.8638 1.5938
O -1.2442 2.4888 2.0211
O -1.7972 4.6333 2.7495
O -0.3232 4.3876 0.9232
N 1.3545 2.6194 5.1891
C 0.2354 2.0071 4.7684
C -0.0015 0.8833 5.6093
C 0.9994 0.8437 6.5345
C 1.8695 1.9475 6.2658
H 1.7557 3.4438 4.7729
H -0.3178 2.3759 3.9254
H -0.8277 0.1988 5.5186
H 1.1332 0.1262 7.3255
H 2.8064 2.2601 6.7761
Li -1.7136 -1.8867 1.6227
Be 5.0624 -1.3530 -5.2382
F -2.3514 3.6820 4.7317
Cl 4.1899 1.5989 8.1085
F 1.4977 3.2565 8.0335
*
```

Need the Mulliken charges? In units of e they are: atom 1 (C): -0.7681, atom 2 (C): -0.3287, atom 3 (C): 0.6961, atom 4 (F): -0.3888, atom 5 (O): -0.3173, atom 6 (S): 0.7412, atom 7 (O): -0.5279, atom 8 (O): -0.3696, atom 9 (O): -0.4044, atom 10 (C): -0.9084, atom 11 (C): 1.0730, atom 12 (F): -0.3347, atom 13 (F): -0.3150, atom 14 (C): -0.1444, atom 15 (C): -0.8193, atom 16 (C): -0.3704, atom 17 (C): -0.4745, atom 18 (C): -0.0709, atom 19 (C): 0.7346, atom 20 (F): -0.2562, atom 21 (F): -0.2843, atom 22 (F): -0.1605, atom 23 (C): -0.0217, atom 24 (H): 0.2423, atom 25 (H): 0.4188, atom 26 (H): 0.1170, atom 27 (H): 0.6413, atom 28 (H): 0.2496, atom 29 (H): 0.7816, atom 30 (H): 0.5029, atom 31 (H): 0.3544, atom 32 (H): 0.2022, atom 33 (H): 0.6377, atom 34 (O): -0.7106, atom 35 (Cl): 1.7241, atom 36 (O): -0.7328, atom 37 (O): -0.5720, atom 38 (O): -0.7113, atom 39 (N): 0.1998, atom 40 (C): -0.0903, atom 41 (C): -0.6869, atom 42 (C): -0.1404, atom 43 (C): 0.0216, atom 44 (H): 0.2451, atom 45 (H): 0.4737, atom 46 (H): 0.4469, atom 47 (H): 0.4474, atom 48 (H): 0.1105, atom 49 (Li): 0.9192, atom 50 (Be): -0.0959, atom 51 (F): -0.6950, atom 52 (Cl): -0.7598, atom 53 (F): -0.5210

(4)
# C16H15BrLuSe

A molecular structure, C16H15BrLuSe (ωB97M-V with the def2-TZVPD basis set, the OMol25 dataset).

## Properties
E_tot, hartree: -6829.75142
Frontier orbital gap, eV: 4.9

Geometry as ORCA input:
```
! wB97M-V def2-TZVPD RIJCOSX def2/J DEFGRID3
* xyz -1 1
C -0.3989 -1.0390 -2.2151
C -1.0958 -2.1624 -1.6613
C -2.1443 -1.6664 -0.7901
H -0.9141 -3.1994 -1.9294
C -2.0867 -0.2192 -0.8358
C -0.9820 0.1594 -1.6922
H -0.7629 1.1657 -2.0784
H 0.3188 -1.0611 -3.0579
H -2.9395 -2.2680 -0.3266
H -2.7362 0.4724 -0.3236
Lu -0.0817 -1.0083 0.2157
Br 1.6893 -2.8539 0.6173
C 3.8377 1.6432 -1.3356
C 2.8466 2.3397 -2.0895
C 2.5199 1.5415 -3.2273
H 2.5212 3.3592 -1.9220
C 3.3233 0.3720 -3.1771
C 4.1178 0.4216 -2.0035
H 4.7871 -0.3538 -1.6668
H 4.2938 1.9962 -0.4226
H 1.8444 1.8358 -4.0140
H 3.3159 -0.4080 -3.9349
Se 0.6747 1.3777 1.3149
C -0.7850 0.6006 2.3956
C -2.0741 1.2089 2.4444
C -3.0777 0.6692 3.2441
C -2.8445 -0.4734 4.0136
C -1.5950 -1.0899 3.9705
C -0.5858 -0.5885 3.1432
H -2.2506 2.0853 1.8230
H -4.0795 1.1184 3.2359
H -3.6349 -0.8791 4.6431
H -1.4054 -1.9882 4.5763
H 0.3840 -1.1083 3.0662
*
```

Need the Mulliken charges? In units of e they are: atom 1 (C): -0.3139, atom 2 (C): -0.6667, atom 3 (C): -0.4928, atom 4 (H): 0.4270, atom 5 (C): -0.5189, atom 6 (C): -0.3051, atom 7 (H): 0.4112, atom 8 (H): 0.4557, atom 9 (H): 0.4400, atom 10 (H): 0.4799, atom 11 (Lu): 0.9885, atom 12 (Br): -0.6031, atom 13 (C): -0.6020, atom 14 (C): -0.5854, atom 15 (C): -0.6185, atom 16 (H): 0.3674, atom 17 (C): -0.5898, atom 18 (C): -0.5355, atom 19 (H): 0.4003, atom 20 (H): 0.4178, atom 21 (H): 0.4425, atom 22 (H): 0.4426, atom 23 (Se): -0.1990, atom 24 (C): -0.7076, atom 25 (C): -0.2710, atom 26 (C): -0.5150, atom 27 (C): -0.3331, atom 28 (C): -0.6223, atom 29 (C): 0.1049, atom 30 (H): 0.4112, atom 31 (H): 0.3311, atom 32 (H): 0.3725, atom 33 (H): 0.3631, atom 34 (H): 0.6240

(5)
# C16H15F2NO4

C16H15F2NO4 in the gas phase (ωB97M-V with the def2-TZVPD basis set, the OMol25 dataset).

## Properties
SMILES string: COc1ccc(OCC(=O)Nc2ccccc2OC(F)F)cc1
E_tot, hartree: -1174.15967
Frontier orbital gap, eV: 8.9

Geometry as ORCA input:
```
! wB97M-V def2-TZVPD RIJCOSX def2/J DEFGRID3
* xyz 0 1
C 4.7150 1.9356 -0.4221
O 3.5880 2.7362 -0.1647
C 2.5437 2.1879 0.5188
C 2.4968 0.8866 0.9973
C 1.3808 0.4274 1.6836
C 0.3028 1.2678 1.9039
O -0.8561 0.9115 2.5622
C -0.9368 -0.3759 3.1169
C -1.0280 -1.5063 2.0828
O -0.7806 -2.6556 2.3701
N -1.4325 -1.0556 0.8698
C -1.5637 -1.7550 -0.3248
C -1.4924 -3.1390 -0.4193
C -1.6387 -3.7595 -1.6481
C -1.8479 -3.0117 -2.7913
C -1.9150 -1.6273 -2.7167
C -1.7824 -1.0046 -1.4911
O -1.8250 0.3833 -1.3144
C -2.4094 1.1370 -2.2641
F -1.5663 1.4123 -3.2915
F -2.7173 2.3203 -1.7136
C 0.3446 2.5749 1.4192
C 1.4485 3.0278 0.7369
H 5.4072 2.5701 -0.9733
H 4.4590 1.0642 -1.0337
H 5.1921 1.6014 0.5052
H 3.3181 0.2049 0.8446
H 1.3771 -0.5946 2.0302
H -0.1023 -0.5874 3.7966
H -1.8618 -0.3832 3.7033
H -1.5708 -0.0541 0.7847
H -1.3188 -3.7134 0.4753
H -1.5834 -4.8351 -1.7086
H -1.9529 -3.4942 -3.7501
H -2.0479 -1.0489 -3.6177
H -3.3283 0.7002 -2.7008
H -0.5052 3.2165 1.5884
H 1.4897 4.0355 0.3564
*
```

Need the Mulliken charges? In units of e they are: atom 1 (C): -0.8295, atom 2 (O): -0.4480, atom 3 (C): 0.7674, atom 4 (C): -0.5407, atom 5 (C): -0.3342, atom 6 (C): 0.3268, atom 7 (O): -0.5667, atom 8 (C): -0.6087, atom 9 (C): 0.5543, atom 10 (O): -0.6558, atom 11 (N): -0.0140, atom 12 (C): 0.1639, atom 13 (C): -0.5236, atom 14 (C): -0.7213, atom 15 (C): -0.6723, atom 16 (C): -0.5206, atom 17 (C): 0.7372, atom 18 (O): -0.3576, atom 19 (C): 0.2166, atom 20 (F): -0.2741, atom 21 (F): -0.2580, atom 22 (C): -0.6424, atom 23 (C): -0.5398, atom 24 (H): 0.2297, atom 25 (H): 0.3347, atom 26 (H): 0.3350, atom 27 (H): 0.3829, atom 28 (H): 0.3844, atom 29 (H): 0.4156, atom 30 (H): 0.3429, atom 31 (H): 0.2726, atom 32 (H): 0.5303, atom 33 (H): 0.3888, atom 34 (H): 0.3937, atom 35 (H): 0.4825, atom 36 (H): 0.3908, atom 37 (H): 0.4348, atom 38 (H): 0.4223

(6)
# C16H15F5N4O4Pd

A molecular structure, C16H15F5N4O4Pd (ωB97M-V with the def2-TZVPD basis set, the OMol25 dataset).

## Properties
E_tot, hartree: -1765.89245
Frontier orbital gap (spin up / spin down), eV: 7.0 / 7.0

Geometry as ORCA input:
```
! wB97M-V def2-TZVPD RIJCOSX def2/J DEFGRID3
* xyz 0 1
Pd 0.1592 -0.4448 0.2050
C 1.6213 0.6099 -2.0325
N 1.5814 -0.6432 -1.2509
C 2.9011 -0.9204 -0.6714
C 1.0756 -1.7900 -2.0503
C -0.3862 -1.6065 -2.3732
N -1.0234 -1.1907 -1.1393
C -2.3672 -0.9802 -1.0395
C -2.8195 -0.5122 0.1943
F -1.8758 -0.2706 1.1718
C -4.1506 -0.2945 0.4726
F -4.4829 0.1469 1.6923
C -5.1251 -0.5218 -0.4811
C -4.6938 -0.9784 -1.7120
F -5.5844 -1.2181 -2.6816
C -3.3564 -1.2030 -1.9993
F -3.0416 -1.6566 -3.2334
H 2.3610 0.5244 -2.8340
H 1.8871 1.4268 -1.3657
H 0.6453 0.8145 -2.4614
H 3.6368 -1.0874 -1.4630
H 2.8441 -1.7978 -0.0305
H 3.2025 -0.0589 -0.0803
H 1.2218 -2.6890 -1.4496
H 1.6565 -1.9047 -2.9745
H -0.7837 -2.5616 -2.7348
H -0.5328 -0.8878 -3.1885
H -6.1688 -0.3483 -0.2770
F 6.3401 1.8659 0.4299
C 5.3634 2.4378 1.1412
C 4.4948 1.7187 1.8514
N 3.4896 2.2962 2.5959
C 2.4588 1.4331 3.1419
C 1.6453 0.7744 2.0418
O 1.2661 -0.4148 2.2080
O 1.3745 1.4220 1.0084
C 3.3086 3.6631 2.6269
O 2.4235 4.2110 3.2391
N 4.2451 4.3794 1.8940
C 5.2849 3.9005 1.1119
O 6.0216 4.6303 0.4939
H 4.5454 0.6381 1.8785
H 1.7933 2.0624 3.7344
H 2.9020 0.6758 3.7876
H 4.1275 5.3833 1.9136
*
```

Need the Mulliken charges? In units of e they are: atom 1 (Pd): 0.6118, atom 2 (C): -0.8069, atom 3 (N): 0.2994, atom 4 (C): -0.9577, atom 5 (C): -0.8140, atom 6 (C): -0.7498, atom 7 (N): -0.4270, atom 8 (C): -0.3081, atom 9 (C): 0.8311, atom 10 (F): -0.2688, atom 11 (C): 0.0032, atom 12 (F): -0.3049, atom 13 (C): -0.5523, atom 14 (C): 0.0923, atom 15 (F): -0.3048, atom 16 (C): 0.6862, atom 17 (F): -0.3091, atom 18 (H): 0.3798, atom 19 (H): 0.2153, atom 20 (H): 0.2391, atom 21 (H): 0.4027, atom 22 (H): 0.2853, atom 23 (H): 0.1412, atom 24 (H): 0.3306, atom 25 (H): 0.3246, atom 26 (H): 0.4761, atom 27 (H): 0.4573, atom 28 (H): 0.4966, atom 29 (F): -0.3241, atom 30 (C): 0.4372, atom 31 (C): -0.3510, atom 32 (N): 0.0727, atom 33 (C): -1.0301, atom 34 (C): 1.2977, atom 35 (O): -0.7998, atom 36 (O): -0.7649, atom 37 (C): 0.4999, atom 38 (O): -0.6284, atom 39 (N): -0.0781, atom 40 (C): 0.3361, atom 41 (O): -0.6066, atom 42 (H): 0.5385, atom 43 (H): 0.4228, atom 44 (H): 0.2802, atom 45 (H): 0.2284